Record 1
# C32H51BrN3O6PdSSeSiTe

A structure of composition C32H51BrN3O6PdSSeSiTe (ωB97M-V/def2-TZVPD, the OMol25 dataset).

Each line ends with the Löwdin charge.
Positions of all 98 atoms, in Å:
Te 4.62330 -0.15618 1.75490  1.007
Pd 1.30487 -0.06815 0.64837  0.682
Br 5.15868 -2.40829 0.78176  0.039
Se 1.78010 -1.21761 4.06489  0.878
S 6.81963 1.76770 0.21752  0.945
Si 1.43562 0.19074 -1.67358  0.818
O 2.98099 -1.12384 5.11144  -0.433
O 0.45839 -2.01297 4.52198  -0.433
O 2.50220 -2.37248 2.79980  -0.285
O 1.31426 1.88511 0.44023  -0.505
O -5.15655 1.07697 -0.44607  0.069
O 1.51658 0.08512 3.15159  -0.506
N -1.94586 0.34191 2.32585  0.103
N 0.80468 -2.07086 1.28866  0.019
N -6.42076 1.37893 1.40036  -0.062
C 3.39092 2.33199 -1.39021  -0.125
C 4.29820 0.22356 -2.24162  -0.122
C 0.02123 -2.22435 -2.65291  -0.111
C -0.53117 -3.93931 0.61937  -0.058
C -7.46807 1.96292 0.56792  -0.210
C 2.91535 1.66931 -3.70691  -0.100
C -0.27367 -2.58775 0.67548  -0.148
C 1.90908 -1.56785 -4.02998  -0.107
C -8.29472 0.91461 -0.16304  -0.075
C 1.91534 2.57932 1.48579  -0.285
C -4.22374 0.30137 1.58986  -0.140
C -0.06569 2.68655 -2.06789  -0.103
C 8.81152 1.04500 1.62837  -0.203
C -6.56897 1.48198 2.84504  -0.211
C -2.15509 -0.80413 2.97169  -0.125
C 7.69650 0.31916 2.12116  -0.245
C -3.38374 -1.45622 2.96689  -0.046
C 1.41696 -1.58061 -2.56943  -0.580
C 8.47767 1.88037 0.60165  -0.433
C 6.53886 0.60839 1.45319  -0.983
C -1.33592 0.67895 -1.40062  -0.122
C 0.37358 -4.80252 1.22649  -0.053
C 2.32141 -2.55958 -1.80375  -0.122
C 1.57691 -2.89886 1.99074  -0.461
C -0.51864 0.94889 -3.73941  -0.100
C -7.66969 0.58880 3.39852  -0.077
C -4.43744 -0.88560 2.27646  -0.033
C 3.05193 1.12153 -2.27399  -0.583
C -5.29031 0.95208 0.76162  -0.416
C -0.15595 1.16027 -2.25876  -0.592
C 1.42787 -4.28250 1.93960  0.017
C -2.95132 0.86310 1.63152  -0.087
H 7.73718 -0.38902 2.93671  0.101
H 3.64682 2.02125 -0.37974  0.021
H -0.62697 -1.72620 -3.37245  0.055
H 4.43676 -0.24749 -1.26945  0.002
H 4.28884 -0.56207 -2.99462  0.056
H -2.74280 1.77082 1.07385  0.124
H 3.87494 2.11583 -4.00100  0.082
H -7.47146 -0.45919 3.16962  0.067
H 2.22656 -3.56538 -2.23701  0.083
H 9.81473 0.96050 2.02303  0.096
H -5.41392 -1.35729 2.26151  0.111
H 2.06876 -2.62899 -0.74785  0.036
H 3.37172 -2.27893 -1.85676  0.039
H -8.79432 0.24603 0.54046  0.064
H 2.11887 -4.89661 2.49852  0.126
H 0.22805 -5.87467 1.17554  0.107
H -8.64066 0.84993 2.97269  0.065
H -1.56484 -0.37616 -1.56752  0.060
H 2.57156 3.04345 -1.31770  0.066
H -0.50569 -2.24961 -1.70672  0.031
H -1.04245 3.12324 -2.31741  0.079
H -1.30528 -1.21362 3.50848  0.075
H 1.81947 -2.58529 -4.43618  0.081
H 2.15258 3.60238 1.15498  0.075
H 0.19299 2.94513 -1.04446  0.060
H -7.65122 0.32252 -0.81246  0.072
H -3.49980 -2.39143 3.49918  0.104
H 0.13456 -3.26476 -2.98621  0.083
H -2.24197 1.24842 -1.64514  0.082
H 4.26389 2.84348 -1.82060  0.078
H 2.86962 2.13712 1.83283  0.006
H -5.61680 1.24446 3.31150  0.113
H -1.40006 -4.30403 0.08964  0.107
H -1.40855 1.55018 -3.96786  0.082
H -6.78541 2.52655 3.09286  0.120
H 2.16522 2.45658 -3.76994  0.055
H -7.73856 0.69851 4.48217  0.074
H 1.30854 -0.91405 -4.66454  0.063
H 2.67136 0.90988 -4.44767  0.056
H 2.95183 -1.27870 -4.13346  0.052
H 0.27366 1.27801 -4.41273  0.063
H 9.12873 2.55490 0.06716  0.059
H -0.76262 -0.08247 -3.98794  0.046
H -8.10259 2.56578 1.22064  0.114
H 0.66522 3.14028 -2.73941  0.057
H -7.00021 2.63069 -0.15612  0.119
H 5.18335 0.84282 -2.43713  0.072
H 1.26866 2.63631 2.37007  0.066
H -0.93494 -1.85840 0.22856  0.094
H -9.05656 1.39428 -0.78119  0.072
H -1.12213 0.82010 -0.33935  0.034

The maximum force comes out at 0.76 eV/Å. The HOMO-LUMO gap is 0.2502 hartree. The value obtained for the LUMO energy is 1.93 eV. Its total energy is -7924.69552 Ha. As for the charge: -1.

---

Record 2
# C3H3N2OS

A cluster of 2 separate species, C3H3N2OS in total (ωB97M-V/def2-TZVPD, the OMol25 dataset).

Each line ends with the natural charge from an NBO analysis.
Positions of all 10 atoms, in Å:
S -1.32124 0.08912 -1.47107  0.350
O -0.23346 -4.10011 1.49991  -0.544
N -0.17963 1.32440 0.51101  -0.428
N -0.93642 -3.11007 1.24321  -0.375
C 0.29938 0.02083 0.56121  -0.098
C -0.90927 1.46687 -0.57442  -0.198
C -0.26123 -0.79078 -0.37729  -0.370
H 0.85864 -0.17375 1.45735  0.221
H -0.02338 -1.80945 -0.54321  0.265
H -1.45567 2.29505 -0.80103  0.179

The maximum force comes out at 2.84 eV/Å. The HOMO-LUMO gap (spin up / spin down) is 0.1192 / 0.1231 hartree. For the energy relative to the best compared isomer or geometry (same formula, charge and spin), the calculation gives 82.22 kcal per mole. The value obtained for the LUMO energy (spin up / spin down) is 2.97 / 2.99 eV. Its total energy is -698.94872 Ha. As for the charge: -1.

---

Record 3
# C5H13N

A cluster of 2 separate species, C5H13N in total (ωB97M-V/def2-TZVPD, the OMol25 dataset).

Each line ends with the natural charge from an NBO analysis.
Positions of all 19 atoms, in Å:
N -0.74279 -0.92917 -2.65984  -0.825
C -0.54671 0.56351 1.86988  -0.402
C -0.05714 0.87500 3.28553  -0.601
C 0.47687 -1.49759 -2.37520  0.017
C -0.27100 1.71315 0.94856  -0.604
C 1.33284 -1.07540 -1.45534  -0.548
H 2.27048 -1.59016 -1.30604  0.205
H -0.07419 -0.33101 1.45626  0.203
H 0.77980 2.00551 0.92040  0.201
H -0.14262 0.01983 3.93748  0.208
H -1.31753 -1.23125 -3.41663  0.393
H 0.97879 1.19711 3.26186  0.202
H -0.79431 2.62558 1.23797  0.202
H -1.62510 0.39820 1.89960  0.195
H -0.72018 1.62522 3.71984  0.201
H 1.17105 -0.18937 -0.85798  0.186
H -0.53260 1.55896 -0.10122  0.197
H 0.74821 -2.38389 -2.93856  0.189
H -0.91711 -0.05449 -2.19964  0.383

The SMILES is C=CN.CCC. The maximum force comes out at 1.38 eV/Å. The HOMO-LUMO gap is 0.3376 hartree. For the energy relative to the best compared isomer or geometry (same formula, charge and spin), the calculation gives 23.03 kcal per mole. The value obtained for the LUMO energy is 1.11 eV. Its total energy is -253.02638 Ha. As for the charge: 0.

---

Record 4
# C18H47FO16P5

A cluster of 5 separate species, C18H47FO16P5 in total (ωB97M-V/def2-TZVPD, the OMol25 dataset).

Each line ends with the Löwdin charge.
Positions of all 87 atoms, in Å:
P 1.91078 -4.42089 3.20152  0.679
P -5.26582 3.07710 -1.43297  0.696
P -0.69405 1.29575 1.13061  1.124
P 4.28393 1.39353 1.12324  0.628
P -0.05342 -3.18745 -2.85440  0.668
F 0.80212 2.16199 -1.54046  -0.071
O 0.45608 -2.77801 -4.20147  -0.253
O 1.27613 -3.88482 1.70701  -0.249
O 0.56549 -4.76278 -2.91609  -0.226
O -3.77202 3.33881 -1.42915  -0.307
O -5.91697 3.16018 -2.92220  -0.266
O 4.38039 2.70247 0.05192  -0.231
O -5.61690 4.71170 -1.13054  -0.247
O 2.69135 -4.63885 4.66476  -0.294
O 0.48321 -4.16790 3.95866  -0.279
O 3.78236 -0.02476 1.84986  -0.320
O 4.79501 2.12988 2.32517  -0.256
O 5.45518 0.58701 0.32685  -0.279
O -1.00153 -1.84913 -2.51713  -0.292
O 2.05986 -5.83563 2.71607  -0.265
O -5.14139 1.40863 -1.56539  -0.292
O 0.96924 -2.77954 -1.63924  -0.323
C 6.73578 1.19814 0.16701  -0.092
C -0.69457 -4.77141 3.43396  -0.106
C -3.17262 3.44440 2.51590  0.121
C -0.60079 2.97693 0.34686  -0.258
C -0.03708 4.45949 -1.60950  -0.017
C -6.93984 4.99892 -0.62633  -0.108
C -0.00690 -5.71255 -1.99227  -0.101
C 4.62305 -0.60272 2.84130  -0.102
C -4.17454 0.89067 -2.46750  -0.114
C -5.47796 4.17599 -3.82380  -0.090
C -2.34326 0.98430 1.92323  -0.295
C -0.46273 -0.58121 -2.84276  -0.134
C 2.37515 -2.93459 -1.83597  -0.090
C 3.58213 2.54188 -1.13846  -0.113
C -2.88003 2.30278 2.39063  -0.197
C 1.31233 -2.46608 1.47575  -0.137
C -0.29305 2.97659 -1.19524  -0.383
C 2.40025 -5.82642 5.39289  -0.113
H -7.08874 4.51712 0.34078  0.082
H 0.54532 -0.47022 -2.43933  0.080
H -4.26227 1.35288 -3.45044  0.095
H 0.49372 -6.66820 -2.13049  0.095
H 2.34329 -2.10716 1.46571  0.064
H -7.70389 4.65951 -1.32931  0.089
H -1.32951 -5.05186 4.27402  0.093
H 3.88865 1.64843 -1.69011  0.093
H 2.64317 -2.90159 -2.89231  0.093
H -3.01672 0.59684 1.13249  0.104
H -0.95499 4.92240 -2.01480  0.092
H -7.03047 6.07531 -0.49703  0.093
H 0.74475 -1.93342 2.24691  0.076
H -4.47076 4.52102 -3.58779  0.086
H 1.32517 -5.97224 5.49879  0.086
H -0.31350 0.26374 0.24395  0.036
H 3.71748 3.41505 -1.77475  0.097
H 7.49003 0.41477 0.22971  0.094
H -6.17309 5.01557 -3.79494  0.091
H 0.13506 -5.38284 -0.95981  0.080
H -1.23109 -4.04959 2.81439  0.079
H 0.18110 3.56302 0.86774  0.106
H 6.79684 1.66571 -0.81647  0.088
H -3.16739 1.02897 -2.07346  0.048
H -3.29075 4.51485 2.41721  0.069
H 0.86423 -2.26566 0.50114  0.059
H 4.59278 -0.02096 3.76044  0.092
H 0.78622 4.52284 -2.33627  0.093
H -2.29533 0.29114 2.77683  0.102
H -0.46825 -5.66397 2.84973  0.090
H 0.25436 1.30535 2.17780  0.048
H 5.64962 -0.69816 2.48979  0.095
H 4.23449 -1.60043 3.05304  0.078
H 2.87936 -2.11711 -1.31867  0.085
H -5.48031 3.75421 -4.82809  0.097
H 6.93165 1.93944 0.94224  0.091
H -0.46376 -0.42776 -3.92049  0.097
H -1.54343 3.54292 0.46996  0.088
H -1.09783 0.18517 -2.38951  0.052
H -1.07065 -5.84298 -2.19523  0.084
H 2.83752 -5.71113 6.38464  0.094
H 0.22339 5.07238 -0.72270  0.085
H 2.53250 2.46407 -0.86388  0.042
H 2.70269 -3.87924 -1.40019  0.096
H 2.85408 -6.69047 4.91206  0.087
H -4.36403 -0.17826 -2.56528  0.101
H -1.22511 2.68815 -1.72037  0.118

The maximum force comes out at 9.13 eV/Å. The HOMO-LUMO gap is 0.2462 hartree. The value obtained for the LUMO energy is -5.03 eV. Its total energy is -3723.97928 Ha. As for the charge: +1.

---

Record 5
# C3H4N4O

The molecule C3H4N4O (ωB97M-V/def2-TZVPD, the OMol25 dataset).

Each line ends with the natural charge from an NBO analysis.
Positions of all 12 atoms, in Å:
O 2.46451 -1.10229 0.08687  -0.642
N 0.27685 -1.25649 0.13897  -0.515
N -2.00114 -1.38098 -0.20383  -0.672
N -0.96447 0.66533 0.31378  -0.586
N 1.27534 0.83038 -0.11117  -0.557
C 1.29567 -0.48005 0.07693  0.691
C 0.11965 1.36252 -0.08939  0.349
C -0.95668 -0.69791 0.06755  0.522
H -1.86370 1.07208 0.40120  0.409
H 3.18313 -0.67164 -0.32146  0.497
H 0.02035 2.40781 -0.27860  0.195
H -2.84950 -0.74878 -0.08084  0.309

The SMILES is [H]/N=c1/nc(O)nc[nH]1. The maximum force comes out at 2.67 eV/Å. The HOMO-LUMO gap is 0.3415 hartree. For the energy relative to the best compared isomer or geometry (same formula, charge and spin), the calculation gives 15.78 kcal per mole. The value obtained for the LUMO energy is 0.20 eV. Its total energy is -410.97814 Ha. As for the charge: 0.

---

Record 6
# C4H8N2O

The molecule C4H8N2O (ωB97M-V/def2-TZVPD, the OMol25 dataset).

Each line ends with the natural charge from an NBO analysis.
Positions of all 15 atoms, in Å:
O -1.88187 -1.51977 -1.56276  -0.576
N -1.76878 -0.48741 -0.62812  -0.135
N 1.36985 0.56072 -0.37669  -0.604
C 0.35300 0.60970 1.89019  -0.606
C 0.12203 0.84675 0.40727  -0.089
C 0.77557 -0.69778 -0.92421  -0.296
C -0.55203 -0.26676 -0.36308  0.203
H 0.80811 -0.83346 -2.00949  0.215
H 1.20946 -1.58438 -0.44704  0.210
H 1.06488 1.34866 2.27155  0.218
H 0.78116 -0.38477 2.05571  0.211
H 1.45914 1.24301 -1.12532  0.356
H -2.82389 -1.50983 -1.77476  0.477
H -0.31537 1.83796 0.23162  0.202
H -0.57989 0.68610 2.45653  0.215

The SMILES is C[C@H]1NC/C1=N\O. The maximum force comes out at 0.67 eV/Å. The HOMO-LUMO gap is 0.3834 hartree. For the energy relative to the best compared isomer or geometry (same formula, charge and spin), the calculation gives 83.73 kcal per mole. The value obtained for the LUMO energy is 0.97 eV. Its total energy is -341.87021 Ha. As for the charge: 0.